ORCA calculation (ωB97M-V/def2-TZVPD) on C4H5AgF4NO2S as an isolated structure.

Values from the calculation:
⟨S²⟩: 0.752
Highest occupied orbital energy (alpha / beta), hartree: -0.6780 / -0.6815
ΔE to the lowest compared entry with this formula, charge and spin, kJ/mol: 0.0
HOMO-LUMO gap (alpha / beta), eV: 8.55 / 7.28
Charge: +2
Spin multiplicity: 2

Cartesian coordinates (Å):
1 O 1.37 -1.37 1.38
2 S 1.99 -0.87 0.22
3 O 1.59 -1.54 -0.98
4 F 3.49 -0.90 0.41
5 N 1.69 0.76 0.14
6 C 0.38 0.95 -0.43
7 C -0.66 1.04 0.77
8 C -1.98 0.63 0.31
9 F -2.91 1.49 0.21
10 C -2.28 -0.72 -0.01
11 F -3.26 -1.29 0.52
12 F -1.52 -1.39 -0.83
13 H 2.43 1.30 -0.30
14 H 0.35 1.92 -0.93
15 H 0.12 0.19 -1.17
16 H -0.31 0.40 1.59
17 H -0.69 2.08 1.08
18 Ag -0.23 -2.78 -2.17

ORCA calculation (ωB97M-V/def2-TZVPD) on C4H5AgLiO3 as an isolated structure.

Values from the calculation:
⟨S²⟩: 0.752
Highest occupied orbital energy (alpha / beta), hartree: -0.1408 / -0.2731
ΔE to the lowest compared entry with this formula, charge and spin, kJ/mol: 0.0
HOMO-LUMO gap (alpha / beta), eV: 2.22 / 5.73
Charge: 0
Spin multiplicity: 2

Cartesian coordinates (Å):
1 Li 1.76 0.00 1.39
2 O 0.22 -1.20 0.77
3 C -0.40 -2.49 0.93
4 H -1.46 -2.35 1.17
5 H -0.29 -3.07 0.01
6 H 0.13 -2.96 1.76
7 C 0.37 2.87 -0.36
8 C 0.24 1.70 -0.99
9 O 0.76 0.59 -0.23
10 C -0.19 -0.40 -0.21
11 O -1.10 -0.63 -0.97
12 Ag -0.86 1.17 -3.03
13 H -0.12 3.74 -0.80
14 H 0.95 3.03 0.55

ORCA calculation (ωB97M-V/def2-TZVPD) on C4H5B as an isolated structure.

Values from the calculation:
Highest occupied orbital energy, hartree: -0.3312
ΔE to the lowest compared entry with this formula, charge and spin, kJ/mol: 294.5
HOMO-LUMO gap, eV: 7.97
Charge: 0

Cartesian coordinates (Å):
1 B 0.08 -1.11 -0.34
2 C 1.25 -0.26 -0.50
3 C -1.29 -0.28 -0.46
4 C 0.70 0.95 -0.23
5 C -0.80 0.95 -0.25
6 H 0.35 -2.79 0.98
7 H 2.19 -0.56 -0.23
8 H -2.35 -0.33 -0.36
9 H 1.21 1.71 0.18
10 H -1.39 1.79 0.13

ORCA calculation (ωB97M-V/def2-TZVPD) on an isolated molecule of C4H5BO.

Values from the calculation:
⟨S²⟩: 2.017
Highest occupied orbital energy (alpha / beta), hartree: -0.2275 / -0.3441
ΔE to the lowest compared entry with this formula, charge and spin, kJ/mol: 108.5
HOMO-LUMO gap (alpha / beta), eV: 5.80 / 6.73
Charge: 0
Spin multiplicity: 3

Cartesian coordinates (Å):
1 B -2.37 0.14 -1.29
2 C 0.91 -0.54 0.75
3 C -0.27 -0.77 0.07
4 C 1.71 0.60 0.78
5 C -1.25 0.09 -0.46
6 O 1.53 1.70 0.27
7 H -3.06 0.50 -2.16
8 H -0.92 1.13 -0.28
9 H 1.34 -1.48 1.11
10 H -0.32 -1.89 0.11
11 H 2.69 0.52 1.09

ORCA calculation (ωB97M-V/def2-TZVPD) on C4H5BaO4 as an isolated structure.

Values from the calculation:
⟨S²⟩: 0.754
Highest occupied orbital energy (alpha / beta), hartree: -0.2716 / -0.2716
HOMO-LUMO gap (alpha / beta), eV: 6.28 / 5.99
Charge: 0
Spin multiplicity: 2

Cartesian coordinates (Å):
1 O 2.56 2.02 1.17
2 C 2.98 1.29 0.16
3 O 4.05 0.67 0.16
4 O 2.05 1.13 -0.77
5 Ba 0.47 2.60 0.25
6 C -0.48 -1.85 -0.69
7 C -1.37 -1.65 0.29
8 O -1.64 -0.44 0.88
9 C -1.86 0.69 0.18
10 H -0.18 -2.88 -0.89
11 H -0.29 -1.11 -1.47
12 H -1.86 -2.46 0.84
13 H -2.42 1.43 0.76
14 H -2.03 0.58 -0.89

ORCA calculation (ωB97M-V/def2-TZVPD) on C4H5BaO6 as an isolated structure.

Values from the calculation:
Highest occupied orbital energy, hartree: -0.3854
ΔE to the lowest compared entry with this formula, charge and spin, kJ/mol: 567.6
HOMO-LUMO gap, eV: 5.25
Charge: +1

Cartesian coordinates (Å):
1 O 2.59 -1.03 0.72
2 C 2.13 0.02 0.17
3 O 2.71 1.13 0.35
4 O 1.15 -0.09 -0.68
5 Ba 5.09 0.10 1.53
6 C -0.04 -0.84 -0.44
7 C -1.35 -1.18 0.17
8 H 0.06 -1.56 -1.27
9 H -0.03 -1.03 0.90
10 H -2.05 -1.43 -0.64
11 O -2.17 0.35 0.52
12 C -1.83 1.23 -0.34
13 O -1.03 0.94 -1.27
14 O -1.79 2.46 0.13
15 H -2.09 3.08 -0.54
16 H -1.35 -2.14 0.69

ORCA calculation (ωB97M-V/def2-TZVPD) on a 2-piece molecular cluster, C4H5Br2O3 overall.

Values from the calculation:
Highest occupied orbital energy, hartree: -0.1323
ΔE to the lowest compared entry with this formula, charge and spin, kJ/mol: 96.1
HOMO-LUMO gap, eV: 7.04
Charge: -1

Cartesian coordinates (Å):
1 C 1.38 0.11 1.99
2 C -1.39 0.62 -0.14
3 C -0.43 -0.29 -0.95
4 C 0.96 -0.10 -0.36
5 O 0.98 1.20 2.01
6 O 1.67 -0.96 2.30
7 O -0.91 -1.62 -0.79
8 Br 1.58 1.78 -0.74
9 Br 2.23 -1.38 -1.35
10 H -2.13 1.21 -0.89
11 H -0.78 1.26 0.50
12 H -2.06 0.08 0.49
13 H -0.56 0.14 -2.00
14 H -0.53 -2.05 -0.06

ORCA calculation (ωB97M-V/def2-TZVPD) on an isolated molecule of C4H5BrO2.

Values from the calculation:
Structure (SMILES): C/C(Br)=C\OC=O
Highest occupied orbital energy, hartree: -0.3547
ΔE to the lowest compared entry with this formula, charge and spin, kJ/mol: 90.3
HOMO-LUMO gap, eV: 10.43
Charge: 0

Cartesian coordinates (Å):
1 C -0.34 0.57 -1.24
2 C -0.69 0.72 0.29
3 Br -1.57 2.30 0.77
4 C -0.56 -0.22 1.18
5 O 0.18 -1.36 0.99
6 C 1.25 -1.15 0.27
7 O 1.80 -1.96 -0.42
8 H 0.05 -0.39 -1.25
9 H 0.40 1.17 -1.55
10 H -1.25 0.69 -1.77
11 H -1.09 -0.12 2.13
12 H 1.82 -0.25 0.60

ORCA calculation (ωB97M-V/def2-TZVPD) on an isolated molecule of C4H5Cl.

Values from the calculation:
Structure (SMILES): C=CC(=C)Cl
Highest occupied orbital energy, hartree: -0.3469
ΔE to the lowest compared entry with this formula, charge and spin, kJ/mol: 138.3
HOMO-LUMO gap, eV: 10.46
Charge: 0

Cartesian coordinates (Å):
1 C 1.82 0.29 -0.18
2 C 0.51 0.57 -0.10
3 C -0.70 -0.58 -0.70
4 C -1.73 -0.76 0.13
5 Cl -0.55 -1.28 -2.22
6 H 2.71 0.86 0.08
7 H 2.15 -0.56 -0.58
8 H 0.07 1.38 0.32
9 H -2.60 -1.51 -0.10
10 H -1.72 -0.31 1.18

ORCA calculation (ωB97M-V/def2-TZVPD) on an isolated molecule of C4H5Cl.

Values from the calculation:
Structure (SMILES): CC#CCCl
Highest occupied orbital energy, hartree: -0.3434
ΔE to the lowest compared entry with this formula, charge and spin, kJ/mol: 277.0
HOMO-LUMO gap, eV: 9.66
Charge: 0

Cartesian coordinates (Å):
1 C -1.21 -1.07 -1.28
2 C -0.18 -0.25 -0.68
3 C 0.19 0.48 0.35
4 C 1.08 0.91 1.19
5 Cl 1.17 2.72 1.31
6 H -1.89 -0.47 -1.88
7 H -1.63 -1.80 -0.37
8 H -0.65 -1.81 -2.02
9 H 2.35 0.71 1.19
10 H 0.77 0.58 2.19